Record 1
{"formula": "C6H12NO2", "method": "the ωB97M-V functional and the def2-TZVPD basis", "multiplicity": 3, "total_energy_ha": -440.54906, "de_lowest_kcal_mol": 59.1, "orbital_gap_ev": [7.224, 6.496], "charge": 1, "species": ["C", "C", "C", "C", "C", "C", "N", "O", "O", "H", "H", "H", "H", "H", "H", "H", "H", "H", "H", "H", "H"], "coordinates": [[0.137, -1.278, -1.618], [-0.642, -1.680, 0.722], [-1.536, -2.823, 0.908], [0.026, 2.660, 0.635], [0.747, 2.198, -0.674], [1.440, 0.930, -0.553], [-0.348, -1.448, -0.508], [-0.335, -0.879, 1.693], [1.470, 0.180, 0.426], [-0.451, -0.797, -2.385], [1.156, -1.677, -1.910], [-0.945, -3.649, 1.232], [-2.099, -2.404, 1.694], [-1.865, -3.269, -0.038], [0.555, 2.366, 1.589], [-0.989, 2.200, 0.492], [-0.082, 3.635, 0.631], [1.412, 3.039, -0.826], [0.105, 2.232, -1.556], [1.870, 0.530, -1.394], [0.374, -0.068, 1.439]], "atomic_forces_ev_per_a": [[3.221, 0.838, -5.811], [-0.508, 0.751, 1.056], [0.971, 0.333, -0.011], [-0.419, -5.965, -0.590], [-0.339, 1.922, 1.890], [-0.764, -0.434, 1.679], [-0.496, -0.484, 3.226], [0.594, -0.255, -0.465], [-0.097, 0.931, 0.462], [-0.317, -0.356, -0.577], [-0.990, 0.647, 0.498], [0.733, -0.662, 1.108], [-2.050, -0.881, 0.877], [-0.888, 0.948, 0.296], [-0.666, 0.055, -1.154], [0.641, 0.421, 1.156], [-0.565, 4.833, -0.024], [0.989, -0.270, -0.637], [-0.087, -0.284, 0.023], [1.620, -0.585, -2.359], [-0.586, -1.503, -0.645]], "nbo_charge": [-0.3631, 0.6959, -0.7068, -0.5907, -0.5554, 0.4948, -0.1820, -0.5099, -0.6179, 0.2893, 0.3110, 0.2913, 0.2731, 0.2806, 0.2241, 0.2047, 0.2209, 0.2788, 0.2580, 0.1490, 0.5543]}

---

Record 2
{"formula": "C6H12NO3", "method": "the ωB97M-V functional and the def2-TZVPD basis", "multiplicity": 1, "total_energy_ha": -516.32134, "de_lowest_kcal_mol": 50.7, "orbital_gap_ev": 7.988, "charge": -1, "species": ["C", "C", "C", "O", "O", "H", "H", "H", "H", "H", "C", "C", "C", "O", "N", "H", "H", "H", "H", "H", "H", "H"], "coordinates": [[-1.956, 0.747, 1.217], [-3.065, 1.459, 0.259], [-0.628, 1.549, 1.093], [0.188, 1.141, 0.312], [-0.639, 2.531, 1.879], [-2.358, 0.902, 2.227], [-1.932, -0.187, 0.935], [-2.615, 1.458, -0.786], [-3.200, 2.538, 0.532], [-3.986, 0.836, 0.259], [0.956, -1.680, -0.508], [1.021, -1.336, -1.941], [2.117, -1.121, 0.387], [2.612, -1.870, 1.293], [2.957, -0.069, 0.019], [0.139, -1.301, -0.091], [1.172, -2.800, -0.478], [1.387, -2.198, -2.484], [1.729, -0.512, -2.131], [3.785, 0.076, 0.571], [2.375, 0.831, -0.324], [-0.059, -0.995, -2.238]], "atomic_forces_ev_per_a": [[-2.129, 6.370, 0.454], [1.820, -0.460, -0.315], [-3.594, 0.840, 3.374], [3.038, -0.995, -2.719], [0.815, 0.228, -0.556], [0.312, -0.448, -0.107], [0.447, -5.146, -1.320], [-0.711, -0.056, 1.019], [-0.165, -1.116, -0.003], [0.333, 0.753, -0.011], [5.248, -1.945, 0.360], [-1.472, 1.868, -1.505], [3.910, -2.552, 1.537], [-2.041, 1.496, -1.819], [-3.898, 2.390, -2.084], [-3.781, 0.826, 1.923], [-0.994, 1.417, 0.877], [-0.277, -0.014, -0.580], [-0.514, -0.195, -0.086], [-0.361, -0.001, 0.418], [1.858, -2.542, 1.254], [2.156, -0.716, -0.109]], "nbo_charge": [-0.4933, -0.6131, 0.7779, -0.7990, -0.7962, 0.1928, 0.1663, 0.1914, 0.2120, 0.1794, -0.4835, -0.6067, 0.7089, -0.6772, -0.8716, 0.2471, 0.2145, 0.1926, 0.2191, 0.3939, 0.4335, 0.2114]}

---

Record 3
{"formula": "C6H12NO3", "method": "the ωB97M-V functional and the def2-TZVPD basis", "multiplicity": 1, "total_energy_ha": -515.90767, "de_lowest_kcal_mol": 73.2, "smiles": "C[C@H]1CC[C@H](C2(O)OO2)[NH2+]1", "orbital_gap_ev": 11.655, "charge": 1, "species": ["C", "C", "C", "C", "C", "C", "O", "O", "O", "N", "H", "H", "H", "H", "H", "H", "H", "H", "H", "H", "H", "H"], "coordinates": [[-2.627, 0.259, 0.759], [-1.222, -0.359, 0.436], [-1.126, -0.939, -0.917], [0.390, -0.913, -1.164], [0.849, 0.390, -0.517], [2.319, 0.378, -0.043], [3.076, 1.384, -0.449], [2.836, -0.823, 0.296], [2.370, 0.054, 1.327], [-0.085, 0.620, 0.671], [-3.052, 1.030, 0.134], [-2.432, 0.699, 1.819], [-3.413, -0.510, 0.879], [-1.154, -1.107, 1.256], [-1.742, -0.205, -1.521], [-1.560, -1.927, -1.014], [0.840, -1.633, -0.471], [0.632, -0.996, -2.316], [0.959, 1.380, -1.019], [4.063, 1.294, -0.338], [0.471, 0.306, 1.461], [-0.392, 1.616, 0.729]], "atomic_forces_ev_per_a": [[1.202, 0.272, 2.799], [-3.167, -0.437, 2.667], [0.254, 1.457, -1.205], [-0.404, 0.685, -1.968], [1.649, 2.548, -0.841], [-0.538, -0.398, 1.691], [0.903, 0.482, -0.973], [1.099, -1.547, -1.124], [-0.158, 0.675, 1.539], [-0.116, -0.185, -1.647], [0.414, 0.287, -0.529], [-0.961, -0.482, -1.612], [0.691, 0.143, -0.098], [0.545, 0.241, -0.665], [1.024, -1.031, -0.209], [-0.058, -0.058, 0.152], [0.101, -0.616, -0.933], [0.026, -0.053, 2.636], [-1.356, -0.938, -0.720], [-1.458, -0.339, 0.157], [-0.010, 0.328, 0.717], [0.318, -1.035, 0.167]], "nbo_charge": [-0.6293, -0.0500, -0.4294, -0.4298, -0.1061, 0.6904, -0.6764, -0.2211, -0.2905, -0.5261, 0.2331, 0.2145, 0.2593, 0.2305, 0.2218, 0.2659, 0.2439, 0.2823, 0.2581, 0.5403, 0.4643, 0.4543]}

---

Record 4
{"formula": "C6H12NO4", "method": "the ωB97M-V functional and the def2-TZVPD basis", "multiplicity": 3, "total_energy_ha": -591.41395, "orbital_gap_ev": [4.534, 6.587], "charge": -1, "species": ["C", "C", "C", "C", "C", "C", "N", "O", "O", "O", "O", "H", "H", "H", "H", "H", "H", "H", "H", "H", "H", "H", "H"], "coordinates": [[0.402, -0.182, 2.129], [-0.416, -1.117, 1.144], [0.738, 1.054, 1.183], [0.668, 0.365, -0.167], [-0.252, 2.199, 1.241], [-1.215, 0.094, -2.504], [0.065, -0.810, -0.164], [0.717, -3.011, -1.584], [1.210, 0.963, -1.186], [-1.586, 1.267, -2.238], [-0.097, -0.185, -2.942], [-0.162, 0.003, 3.129], [1.267, -0.791, 2.258], [0.483, -2.281, -0.946], [0.019, -2.155, 1.360], [1.839, 1.276, 1.430], [-0.973, 1.952, 0.413], [0.103, 3.173, 0.940], [-0.830, 2.176, 2.127], [-1.957, -0.846, -2.383], [0.596, -2.614, -2.462], [-1.511, -0.934, 1.264], [0.892, 0.404, -2.043]], "atomic_forces_ev_per_a": [[-2.011, 0.814, -0.474], [1.258, -0.182, 0.887], [1.997, -1.934, 0.652], [2.291, 6.458, 3.306], [-0.952, -0.646, -2.057], [-2.875, 1.260, 0.437], [-2.688, -6.023, -0.233], [0.023, -0.196, 0.027], [0.611, -0.888, -2.198], [-0.496, -1.780, 0.192], [2.249, -1.582, -0.993], [1.096, -0.144, -1.709], [0.997, 0.170, 0.763], [0.111, -0.181, -0.975], [-1.823, 0.833, -0.264], [-1.374, 0.536, -0.271], [0.297, 0.362, 0.719], [0.448, 0.318, 0.386], [-0.376, 0.467, 1.257], [0.984, 1.739, -0.096], [-0.052, 0.163, 0.527], [0.499, -0.597, -0.259], [-0.213, 1.033, 0.374]], "nbo_charge": [-0.4115, -0.2942, -0.2915, 0.2866, -0.6464, 0.6490, -0.2776, -1.0182, -0.6010, -0.7486, -0.7966, 0.1960, 0.1942, 0.4841, 0.2095, 0.1815, 0.2447, 0.2149, 0.1880, 0.0285, 0.4767, 0.2210, 0.5110]}

---

Please write out number 1 again, unchanged.
{"formula": "C6H12NO2", "method": "the ωB97M-V functional and the def2-TZVPD basis", "multiplicity": 3, "total_energy_ha": -440.54906, "de_lowest_kcal_mol": 59.1, "orbital_gap_ev": [7.224, 6.496], "charge": 1, "species": ["C", "C", "C", "C", "C", "C", "N", "O", "O", "H", "H", "H", "H", "H", "H", "H", "H", "H", "H", "H", "H"], "coordinates": [[0.137, -1.278, -1.618], [-0.642, -1.680, 0.722], [-1.536, -2.823, 0.908], [0.026, 2.660, 0.635], [0.747, 2.198, -0.674], [1.440, 0.930, -0.553], [-0.348, -1.448, -0.508], [-0.335, -0.879, 1.693], [1.470, 0.180, 0.426], [-0.451, -0.797, -2.385], [1.156, -1.677, -1.910], [-0.945, -3.649, 1.232], [-2.099, -2.404, 1.694], [-1.865, -3.269, -0.038], [0.555, 2.366, 1.589], [-0.989, 2.200, 0.492], [-0.082, 3.635, 0.631], [1.412, 3.039, -0.826], [0.105, 2.232, -1.556], [1.870, 0.530, -1.394], [0.374, -0.068, 1.439]], "atomic_forces_ev_per_a": [[3.221, 0.838, -5.811], [-0.508, 0.751, 1.056], [0.971, 0.333, -0.011], [-0.419, -5.965, -0.590], [-0.339, 1.922, 1.890], [-0.764, -0.434, 1.679], [-0.496, -0.484, 3.226], [0.594, -0.255, -0.465], [-0.097, 0.931, 0.462], [-0.317, -0.356, -0.577], [-0.990, 0.647, 0.498], [0.733, -0.662, 1.108], [-2.050, -0.881, 0.877], [-0.888, 0.948, 0.296], [-0.666, 0.055, -1.154], [0.641, 0.421, 1.156], [-0.565, 4.833, -0.024], [0.989, -0.270, -0.637], [-0.087, -0.284, 0.023], [1.620, -0.585, -2.359], [-0.586, -1.503, -0.645]], "nbo_charge": [-0.3631, 0.6959, -0.7068, -0.5907, -0.5554, 0.4948, -0.1820, -0.5099, -0.6179, 0.2893, 0.3110, 0.2913, 0.2731, 0.2806, 0.2241, 0.2047, 0.2209, 0.2788, 0.2580, 0.1490, 0.5543]}